C31H59F3NO9P | ωB97M-V with the def2-TZVPD basis set

Geometry as XYZ:
```
104
Properties=species:S:1:pos:R:3:forces:R:3:mulliken_charge:R:1
N 5.1828 -3.3903 3.8425 0.3 -0.1 0.1 -0.647
P 4.5820 -4.8647 3.7062 -0.7 0.9 -0.8 -0.170
C 2.9375 -4.9715 3.1181 -0.1 -0.2 1.2 0.578
C 2.6059 -6.4699 3.0645 0.1 -0.5 -0.2 0.018
O 1.9317 -7.0100 3.9829 -0.1 0.2 0.0 -0.755
O 3.1348 -7.0851 2.0996 0.1 -0.2 -0.3 -0.753
C 2.0337 -4.1933 3.9888 0.6 0.0 -0.7 0.498
F 1.9253 -2.8598 3.5940 0.1 0.5 0.0 -0.119
F 2.3408 -4.0408 5.3197 0.3 -0.1 0.8 -0.385
F 0.7643 -4.6003 3.9984 -1.0 -0.3 -0.2 -0.339
H 5.5125 -3.1961 4.7782 0.1 -0.1 0.1 0.138
H 5.2850 -5.6665 2.7871 0.0 -0.2 0.2 0.021
H 4.7084 -5.5730 4.9386 0.2 -0.2 0.0 -0.010
C 3.0888 0.0304 2.4126 -0.2 0.1 0.1 0.650
C 3.4120 1.0771 1.3565 0.0 0.0 -0.2 -0.156
C 4.7501 1.6127 1.8554 0.0 -0.2 0.2 -0.618
O 5.4013 0.5333 2.5170 -0.2 0.2 -0.1 -0.482
C 4.4515 -0.5543 2.7151 0.0 0.1 -0.2 -0.382
H 2.3933 -0.7335 2.0785 0.0 0.0 0.0 -0.500
H 2.6695 0.5148 3.3005 0.0 0.0 0.0 0.221
H 3.5400 0.5943 0.3836 0.0 -0.1 0.0 0.083
H 2.6495 1.8519 1.2598 0.0 0.0 0.1 0.193
H 4.6023 2.4313 2.5766 0.0 0.1 -0.1 0.254
H 5.3900 1.9787 1.0454 0.0 0.0 0.0 0.329
H 4.6928 -1.3643 2.0300 0.1 -0.1 0.1 0.153
H 4.5287 -0.9393 3.7248 0.2 -0.1 0.0 0.270
C -1.3456 2.0808 3.8021 0.1 0.0 0.1 -0.691
C -1.0184 3.5188 4.2017 0.0 -0.2 -0.1 0.275
C 0.4948 3.5423 4.0376 0.1 -0.1 0.1 -0.640
O 0.8030 2.6309 2.9853 -0.1 0.2 0.0 -0.422
C -0.3449 1.8378 2.6793 0.0 0.0 -0.1 -0.132
H -2.3790 1.9340 3.4871 0.0 0.0 0.0 0.363
H -1.1449 1.4035 4.6346 0.0 0.0 0.0 0.334
H -1.4821 4.2199 3.5079 0.0 0.1 0.0 -0.406
H -1.3383 3.7815 5.2081 0.0 0.0 0.0 0.339
H 0.9996 3.2017 4.9489 0.0 0.1 0.0 0.287
H 0.8770 4.5321 3.7798 0.0 0.0 0.0 0.284
H -0.7438 2.1670 1.7113 0.0 0.0 0.0 0.070
H -0.0453 0.7936 2.5926 0.1 0.0 0.0 0.299
C -2.8509 4.3464 0.3717 -0.1 0.0 -0.1 -0.525
C -3.9176 5.0619 1.1976 0.0 -0.1 0.1 -0.172
C -5.1869 4.3489 0.7496 0.0 0.0 -0.1 -0.596
O -4.8079 3.0157 0.4209 0.0 0.0 0.0 -0.456
C -3.3787 2.9174 0.3637 0.0 0.0 0.1 -0.089
H -1.8469 4.4226 0.7871 0.0 0.0 0.0 0.272
H -2.8315 4.7478 -0.6445 0.0 0.0 0.0 0.365
H -3.7422 4.8866 2.2625 0.0 0.0 0.0 -0.013
H -3.9578 6.1385 1.0313 0.0 0.0 0.0 0.370
H -5.6110 4.8209 -0.1454 0.0 0.1 0.0 0.262
H -5.9557 4.3234 1.5235 0.0 0.0 0.0 0.294
H -3.0344 2.3622 1.2407 0.1 0.0 0.0 -0.036
H -3.0927 2.3628 -0.5293 -0.1 0.0 0.0 0.324
C -2.5748 8.5050 5.6790 0.1 0.0 0.0 -0.619
C -2.8681 8.6741 4.1898 -0.1 -0.1 0.1 -0.608
C -2.0596 7.5318 3.5898 0.1 0.0 0.0 -0.098
O -2.0413 6.4903 4.5637 -0.1 0.1 0.1 -0.227
C -2.5248 6.9872 5.8124 -0.1 0.0 -0.1 -0.476
H -3.3194 8.9615 6.3295 0.0 0.0 0.0 0.350
H -1.6007 8.9364 5.9197 0.0 0.0 0.0 0.274
H -3.9334 8.5229 3.9994 0.0 0.0 0.0 0.278
H -2.5862 9.6474 3.7908 0.0 0.0 0.0 0.369
H -1.0262 7.8361 3.3902 0.0 0.1 0.0 0.281
H -2.4918 7.1479 2.6656 0.0 -0.1 0.0 -0.086
H -3.5225 6.5705 5.9905 0.0 0.0 0.1 0.280
H -1.8630 6.6522 6.6114 0.0 0.0 0.0 0.281
C 0.5078 -3.0660 -0.3954 0.0 0.2 0.0 -0.860
C 1.1331 -2.9495 -1.7832 0.0 -0.1 0.0 -0.109
C 2.2534 -1.9454 -1.5352 0.0 0.0 0.2 -0.582
O 2.6724 -2.1308 -0.1950 -0.1 0.2 -0.2 -0.295
C 1.7333 -2.9761 0.5064 0.0 -0.3 -0.1 0.432
H -0.0558 -3.9844 -0.2423 0.0 0.0 0.0 0.416
H -0.1625 -2.2184 -0.2171 0.0 0.0 0.0 0.262
H 1.5522 -3.9137 -2.0814 0.0 0.0 0.0 0.266
H 0.4355 -2.6272 -2.5561 -0.1 0.0 0.0 -0.046
H 1.8913 -0.9122 -1.6532 0.0 0.0 -0.1 0.290
H 3.1078 -2.0895 -2.2027 0.0 0.0 0.0 0.354
H 2.1967 -3.9516 0.6679 0.0 0.0 0.2 0.058
H 1.5213 -2.5474 1.4820 0.1 0.0 -0.1 -0.229
C -1.5268 -1.1560 -7.0907 0.0 0.1 0.0 -0.557
C -0.0823 -1.1646 -6.5978 0.0 -0.1 0.0 -0.472
C -0.2661 -1.3678 -5.0992 -0.1 0.1 0.0 -0.258
O -1.4575 -2.1405 -4.9407 0.0 0.1 -0.1 -0.412
C -2.1649 -2.1961 -6.1810 0.0 -0.2 0.1 0.176
H -1.6317 -1.3996 -8.1472 0.0 -0.1 0.0 0.330
H -1.9772 -0.1750 -6.9176 0.0 0.0 0.0 0.290
H 0.4508 -2.0147 -7.0296 0.0 0.0 0.0 0.107
H 0.4715 -0.2575 -6.8364 0.0 0.0 0.0 0.390
H -0.4013 -0.4120 -4.5806 0.1 0.0 0.0 0.237
H 0.5691 -1.8930 -4.6393 0.0 0.0 0.0 0.179
H -2.0493 -3.2005 -6.5946 0.0 0.0 -0.1 -0.305
H -3.2253 -2.0089 -5.9998 0.0 0.0 0.1 0.288
C -0.0977 -6.8310 -7.5905 -0.1 0.0 0.1 -0.594
C -1.4397 -7.0104 -8.2962 0.1 0.0 -0.1 -0.570
C -2.0358 -5.6140 -8.1819 0.0 0.0 0.1 -0.458
O -0.9345 -4.7024 -8.1927 0.0 -0.1 -0.1 -0.371
C 0.2900 -5.4237 -8.0200 0.0 0.0 -0.1 -0.363
H 0.6473 -7.5754 -7.8652 0.0 0.0 0.0 0.353
H -0.2352 -6.8698 -6.5086 0.0 0.0 0.0 0.288
H -1.2808 -7.2684 -9.3463 0.0 0.0 0.0 0.259
H -2.0717 -7.7760 -7.8494 0.0 0.0 0.0 0.329
H -2.5793 -5.4920 -7.2384 0.0 0.0 0.0 0.311
H -2.7103 -5.3696 -9.0039 0.0 0.1 0.0 0.280
H 0.8250 -5.4324 -8.9766 0.0 0.0 0.0 0.258
H 0.9066 -4.9103 -7.2824 0.0 0.1 0.0 0.278
```
Positions in Å, forces in eV/Å.

The calculation puts the HOMO energy at 0.009 Eh. As for the net charge: -2. The value obtained for the molar mass is 677.78 g mol⁻¹. Its HOMO-LUMO gap is 2.62 eV. The LUMO energy comes out at 2.875 eV. The largest force on an atom comes out at 0.0273 Eh/bohr. As for the total energy: -2589.3010 a.u.